## w
# C19H26N4O4S

C19H26N4O4S in the gas phase (ωB97M-V/def2-TZVPD, the Open Molecules 2025 dataset).

Last column: natural (NBO) charge in e.
Cartesian coordinates (Å):
C 2.94485 2.97155 -0.89382  -0.6195
H 3.65514 2.14776 -0.87980  0.2268
H 2.28396 2.85527 -1.74923  0.2197
H 3.49277 3.90287 -1.00113  0.2189
C 2.13642 3.00478 0.39937  -0.2139
N 1.39283 1.78458 0.58296  -0.3597
C 0.24528 1.41906 -0.05760  0.1867
N -0.12118 0.21662 0.31346  -0.3693
N 0.78466 -0.22755 1.19937  -0.2804
C 1.68558 0.69907 1.36283  0.2957
C 2.85697 0.60257 2.28034  -0.1130
O 4.08718 0.87330 1.64865  -0.4980
C 4.51161 0.03755 0.64497  0.3168
C 5.69029 0.41488 0.00890  -0.2986
C 6.18113 -0.35714 -1.02756  -0.1705
C 5.51066 -1.48965 -1.44256  -0.3141
C 4.33071 -1.87041 -0.80440  0.4170
C 3.83422 -1.10819 0.24885  -0.4374
H 2.92575 -1.40365 0.74405  0.2442
O 3.72799 -2.99123 -1.27876  -0.5069
C 2.52309 -3.41831 -0.68535  -0.2575
H 2.66905 -3.69736 0.36290  0.1768
H 1.74366 -2.65293 -0.74952  0.1865
H 2.21379 -4.29572 -1.25079  0.2011
H 5.87650 -2.09511 -2.25542  0.2239
H 7.09578 -0.06595 -1.52092  0.2166
H 6.19960 1.30507 0.34072  0.2220
H 2.84579 -0.39000 2.74650  0.2152
H 2.77593 1.36007 3.06823  0.2138
S -0.57245 2.45587 -1.18076  0.2844
C -1.85097 1.32748 -1.81821  -0.6045
H -1.39083 0.34658 -1.92666  0.2550
C -3.09709 1.25737 -0.93867  0.6709
O -4.14146 1.77599 -1.27700  -0.6382
N -2.90524 0.60303 0.21751  -0.6314
C -4.01406 0.23612 1.05886  -0.2572
H -4.84070 0.90484 0.80956  0.2249
H -3.73991 0.36229 2.10922  0.2005
C -4.42833 -1.23195 0.80347  0.0902
C -5.81299 -1.52754 1.39260  -0.4266
H -5.99102 -0.97985 2.31529  0.2113
H -5.90518 -2.59488 1.59221  0.2119
C -6.75506 -1.10638 0.25661  -0.4416
H -7.56909 -1.81695 0.12911  0.2141
H -7.18619 -0.12470 0.44592  0.2097
C -5.84177 -1.06392 -0.98568  -0.0873
H -6.16758 -1.74199 -1.77718  0.1833
H -5.77548 -0.04852 -1.39449  0.1960
O -4.55621 -1.49939 -0.57298  -0.5246
H -3.64367 -1.89709 1.17778  0.1883
H -2.01031 0.13846 0.36853  0.4337
H -2.12703 1.73575 -2.79004  0.2574
H 1.42071 3.83224 0.37342  0.2138
H 2.80188 3.12533 1.25634  0.2231

Properties
SMILES = CCn1c(COc2cccc(OC)c2)nnc1SCC(=O)NC[C@H]1CCCO1
net charge = 0
LUMO = 0.61 eV
Kohn-Sham gap = 9.003 eV
2S+1 = 1

---

## x
# C19H26N4O4S

C19H26N4O4S in the gas phase (ωB97M-V/def2-TZVPD, the Open Molecules 2025 dataset).

Last column: natural (NBO) charge in e.
Cartesian coordinates (Å):
C -3.33731 -2.63541 -1.17058  -0.6357
C -4.33909 -1.75937 -0.43079  -0.0672
H -4.45403 -2.10614 0.60103  0.1996
H -5.30803 -1.76140 -0.93377  0.1904
O -3.93889 -0.39055 -0.42181  -0.5228
C -3.02457 -0.04648 0.50848  0.8906
O -2.53896 -0.82858 1.30042  -0.6845
N -2.73065 1.27433 0.47218  -0.4514
C -2.97141 2.08240 -0.70206  -0.2239
H -3.89559 1.76253 -1.18060  0.2364
C -1.77668 1.95441 -1.66143  -0.4125
H -1.68869 2.86213 -2.25768  0.2160
C -0.46466 1.71171 -0.88346  -0.0660
N -0.18458 0.29427 -0.75158  -0.6371
C 0.79461 -0.31683 -1.45472  0.7044
O 1.57218 0.29853 -2.15689  -0.6582
C 0.80974 -1.83352 -1.33118  -0.5028
H 0.24493 -2.15948 -0.45691  0.2019
H 0.29613 -2.21267 -2.21967  0.2421
C 2.23096 -2.39759 -1.32261  -0.4084
H 2.78343 -1.94252 -2.14644  0.2457
H 2.19801 -3.47615 -1.48414  0.2137
C 3.00112 -2.13480 -0.02534  -0.2159
N 3.14192 -0.70895 0.24084  -0.4585
C 4.04734 -0.06754 -0.56948  0.7073
O 4.81172 -0.67980 -1.27871  -0.5895
C 3.99321 1.43772 -0.55172  -0.6331
H 4.81561 1.83524 -1.14238  0.2595
H 3.04095 1.77340 -0.96782  0.2560
S 4.17060 2.06764 1.13960  0.3030
C 2.85633 1.13534 1.83789  0.0273
N 2.30948 1.66885 2.91088  -0.4266
C 1.30258 1.05756 3.50778  0.0194
C 0.76588 -0.11918 3.01677  -0.2553
C 1.34426 -0.69007 1.89385  -0.2076
C 2.44248 -0.09271 1.27505  0.1064
H 0.93183 -1.61289 1.52219  0.2188
H -0.07635 -0.59551 3.49257  0.2315
H 0.91822 1.54401 4.39245  0.1968
H 2.53517 -2.62394 0.82875  0.2013
H 4.01214 -2.53705 -0.14545  0.2402
H -0.78632 -0.25102 -0.15582  0.4094
C -0.53778 2.39102 0.48556  -0.4216
C -1.67479 1.78830 1.32468  -0.2359
H -1.31359 0.96110 1.93767  0.2444
H -2.09665 2.54837 1.99063  0.2021
H -0.70607 3.45623 0.32346  0.2096
H 0.40534 2.28182 1.01944  0.2342
H 0.37430 2.11390 -1.46126  0.2477
H -1.93276 1.11892 -2.34524  0.2157
H -3.08982 3.11574 -0.36727  0.1969
H -3.15769 -2.24318 -2.16908  0.2102
H -2.39753 -2.66660 -0.62522  0.2170
H -3.72798 -3.64553 -1.25104  0.2189

Properties
SMILES = CCOC(=O)N1CCC(NC(=O)CCCN2C(=O)CSc3ncccc32)CC1
net charge = 0
LUMO = 0.64 eV
Kohn-Sham gap = 8.854 eV
2S+1 = 1

---

Relative to the most stable structure, the computed energies are w 255.0; x 0.0, all in kJ/mol.

---

## w
# C7H17NO

3 unconnected molecules or ions with the total composition C7H17NO (ωB97M-V/def2-TZVPD, the Open Molecules 2025 dataset).

Last column: natural (NBO) charge in e.
Cartesian coordinates (Å):
C 1.41773 0.35793 -0.13947  0.1295
C -0.92384 0.69071 0.08862  0.2323
C -1.09694 -0.60178 -0.33849  -0.1153
C 2.03030 -0.75176 0.66265  -0.6733
C 1.78353 0.36855 -1.59836  -0.6705
C -3.25716 0.21220 -0.16955  -0.7043
C -1.07526 -1.79494 0.55297  -0.6676
N 1.58995 1.64016 0.52491  -0.9009
O -0.87242 1.02239 1.39540  -0.7294
H -0.10760 1.65814 1.45183  0.5086
H -0.94667 1.49422 -0.64449  0.1774
H -1.09146 -0.75497 -1.41014  0.2175
H 1.77419 2.39720 -0.12499  0.3696
H 2.33766 1.65583 1.21904  0.3644
H 1.90591 -1.71888 0.17619  0.2145
H 1.59317 -0.81251 1.66225  0.2180
H 3.11949 -0.60002 0.79107  0.1895
H 2.85530 0.58901 -1.75126  0.1932
H 1.57913 -0.59767 -2.06271  0.2153
H 1.22103 1.12812 -2.15098  0.2036
H -3.44744 1.22436 -0.51210  0.1808
H -3.46892 0.05443 0.88208  0.1855
H -3.67851 -0.53968 -0.82946  0.1790
H -2.02885 -2.32370 0.48405  0.2296
H -0.29017 -2.48875 0.24964  0.2198
H -0.92215 -1.50863 1.59129  0.2333

Properties
net charge = 0
LUMO (alpha / beta) = 0.74 / 0.83 eV
Kohn-Sham gap (alpha / beta) = 6.662 / 6.976 eV
2S+1 = 1

---

## x
# C7H17NO

2 unconnected molecules or ions with the total composition C7H17NO (ωB97M-V/def2-TZVPD, the Open Molecules 2025 dataset).

Last column: natural (NBO) charge in e.
Cartesian coordinates (Å):
C 0.98559 0.48210 1.29826  -0.2298
C 1.41502 -0.81526 0.53359  -0.6245
C -0.74300 1.82500 0.23434  -0.4158
C -1.26076 -0.94146 2.82826  -0.7092
C -1.35761 0.35536 2.06299  0.6810
O -2.37239 1.03754 2.10017  -0.6197
N -0.45877 0.69124 1.06972  -0.4581
H 1.31514 0.24776 2.30555  0.2085
H 1.49692 1.30825 0.82073  0.2104
H 2.21089 -1.30451 1.10427  0.2023
H 1.84164 -0.77043 -0.46518  0.2115
H -0.03487 2.00865 -0.58252  0.1995
H -0.62909 -1.58869 2.21890  0.2216
H 0.59654 -1.52897 0.45786  0.2106
H -1.74816 1.80883 -0.15720  0.2349
H -0.51540 2.76556 0.76656  0.1884
H -0.79264 -0.87093 3.80606  0.2336
H -2.29175 -1.20842 2.95163  0.2555
C 0.60995 -0.17400 -3.46695  -0.6307
C -0.08405 -0.80634 -2.24920  -0.6280
H -0.04970 0.20253 -4.26673  0.2039
H 1.07560 0.81636 -3.34689  0.2021
H 1.31723 -0.76943 -4.04671  0.2069
H 0.61341 -1.53568 -1.85269  0.2070
H -1.01538 -1.13399 -2.69705  0.2226
H -0.12437 -0.10108 -1.42776  0.2155

Properties
SMILES = CCN(C)C(C)=O.CC
net charge = 0
LUMO = 0.87 eV
Kohn-Sham gap = 9.904 eV
2S+1 = 1

---

## y
# C7H17NO

2 unconnected molecules or ions with the total composition C7H17NO (ωB97M-V/def2-TZVPD, the Open Molecules 2025 dataset).

Last column: natural (NBO) charge in e.
Cartesian coordinates (Å):
C 1.46649 -0.13130 0.78799  -0.2384
C 0.25145 -0.40112 1.59869  -0.6540
C 2.20700 -2.58285 0.34119  -0.5033
C -0.33442 -0.42202 -1.21473  -0.7382
C 0.74992 -1.45311 -1.13775  0.6879
O 0.70733 -2.44695 -1.75824  -0.5640
N 1.93119 -1.18612 -0.29987  -0.4352
H 1.35310 0.80213 0.36308  0.1834
H 2.26193 0.03055 1.48254  0.2074
H 0.19962 0.04329 2.68672  0.2342
H 0.32347 -1.47171 1.70070  0.2082
H 3.27484 -2.61434 0.38897  0.2145
H -1.23486 -0.76130 -0.68194  0.2490
H -0.59910 -0.38081 0.96403  0.2164
H 1.68299 -3.16138 1.07377  0.2129
H 2.29271 -3.15986 -0.67834  0.2559
H 0.18548 0.46020 -0.92933  0.2176
H -0.80000 -0.21627 -2.20779  0.2496
C -1.42629 2.30848 0.16886  -0.6258
C -2.59692 2.46396 -0.73128  -0.6212
H -0.62244 1.61959 -0.24541  0.2032
H -0.75246 3.23841 0.16414  0.2079
H -1.70903 1.94447 1.14419  0.2136
H -2.67587 3.38173 -1.24973  0.2110
H -3.54426 2.41352 -0.20783  0.2089
H -2.59188 1.68281 -1.52263  0.1985

Properties
SMILES = CCN(C)C(C)=O.CC
net charge = 0
LUMO = 0.95 eV
Kohn-Sham gap = 10.455 eV
2S+1 = 1

---

Relative to the most stable structure, the computed energies are w 366.4; x 0.0; y 198.8, all in kJ/mol.